## a
Entry from the Open Molecules 2025 dataset: a molecular structure, C3H10N4 (wB97M-V/def2-TZVPD).

Output
Gap between HOMO and LUMO, eV: 8.732

Structure (ORCA input):
```
! RIJCOSX wB97M-V def2-TZVPD def2/J DEFGRID3
* xyz 0 1
C -1.093 -1.557 0.723
C 2.007 0.251 0.495
N -0.705 0.656 0.335
N -1.625 -0.356 0.234
C 0.838 -0.059 -0.387
N -1.184 1.782 -0.365
N 0.967 -0.065 -1.644
H -2.043 -0.436 -0.695
H -0.871 1.761 -1.337
H -0.799 2.608 0.078
H 0.095 -0.244 -2.151
H -1.718 -2.412 0.485
H -0.873 -1.487 1.784
H 0.078 -1.396 0.238
H 1.713 0.185 1.541
H 2.405 1.247 0.310
H 2.807 -0.478 0.355
*
```

## b
Entry from the Open Molecules 2025 dataset: a molecular structure, C3H10N4 (wB97M-V/def2-TZVPD).

Output
Gap between HOMO and LUMO, eV: 7.733

Structure (ORCA input):
```
! RIJCOSX wB97M-V def2-TZVPD def2/J DEFGRID3
* xyz 0 1
C -1.824 -0.927 0.853
N -0.615 -0.166 1.195
C 0.443 -0.297 0.346
C 0.446 0.346 -0.899
N 1.709 -0.671 0.890
N -0.629 1.113 -1.199
N 1.638 0.433 -1.610
H -1.072 1.027 0.971
H 1.599 -0.863 1.879
H 2.075 -1.505 0.441
H -1.107 1.478 -0.109
H 1.711 1.212 -2.249
H -0.425 1.848 -1.868
H 2.453 0.344 -1.012
H -2.144 -0.786 -0.184
H -2.633 -0.604 1.508
H -1.624 -1.983 1.046
*
```

## c
Entry from the Open Molecules 2025 dataset: a molecular structure, C3H10N4 (wB97M-V/def2-TZVPD).

Output
Gap between HOMO and LUMO (alpha / beta), eV: 8.469 / 6.524

Structure (ORCA input):
```
! RIJCOSX wB97M-V def2-TZVPD def2/J DEFGRID3
* xyz 0 1
C 0.715 -0.025 0.088
N -0.399 1.983 -0.054
N 0.925 0.021 -1.318
N 1.982 -0.316 0.706
N 0.147 1.074 0.760
H 0.124 2.745 -0.478
H -1.341 2.306 0.124
H 0.170 0.323 -1.913
H 1.832 0.343 -1.621
H 1.920 -0.199 1.709
H 2.275 -1.264 0.497
C -0.669 -1.313 0.374
C -1.890 -0.707 -0.013
H -2.003 0.164 -0.631
H -0.848 -2.403 0.339
H -0.074 -1.605 1.247
H -2.866 -1.127 0.183
*
```

We find b to be the most stable, with the next structure 156.5 kJ/mol higher.

## a
Entry from the Open Molecules 2025 dataset: 2 unconnected molecules or ions with the total composition C3H12N3O (wB97M-V/def2-TZVPD).

Output
Gap between HOMO and LUMO, eV: 9.121

Structure (ORCA input):
```
! RIJCOSX wB97M-V def2-TZVPD def2/J DEFGRID3
* xyz 1 1
N -2.692 0.230 2.246
C -1.307 -0.082 2.046
O -1.122 -0.904 0.887
H -3.139 0.434 1.356
H -3.169 -0.603 2.580
H -0.759 0.860 1.933
H -0.936 -0.587 2.937
H -0.307 -1.409 0.952
C 0.472 0.487 -1.444
C 1.772 0.321 -1.176
N 2.501 -0.798 -1.802
N -0.318 1.484 -0.962
H -0.041 -0.188 -2.123
H 2.358 0.950 -0.527
H 2.833 -1.473 -1.103
H 1.874 -1.307 -2.433
H 3.315 -0.502 -2.348
H -0.041 1.869 -0.070
H -1.293 1.218 -0.949
*
```

## b
Entry from the Open Molecules 2025 dataset: 2 unconnected molecules or ions with the total composition C3H12N3O (wB97M-V/def2-TZVPD).

Output
Gap between HOMO and LUMO, eV: 11.628

Structure (ORCA input):
```
! RIJCOSX wB97M-V def2-TZVPD def2/J DEFGRID3
* xyz 1 1
C -0.208 -1.237 -2.849
O 0.428 -1.130 -1.566
H 0.951 -1.936 -1.458
H -0.039 -0.330 -3.419
H 0.172 -2.076 -3.436
H -1.285 -1.317 -2.743
C 1.669 -0.060 1.209
C -0.589 0.894 1.244
N -1.092 -0.158 0.621
N 0.688 0.953 1.602
N -1.391 1.908 1.586
H -0.546 -0.710 -0.053
H -2.095 -0.203 0.566
H 1.097 1.874 1.643
H -1.174 2.478 2.385
H -2.358 1.836 1.322
H 2.029 0.168 0.198
H 1.222 -1.039 1.290
H 2.522 0.084 1.859
*
```

## c
Entry from the Open Molecules 2025 dataset: 2 unconnected molecules or ions with the total composition C3H12N3O (wB97M-V/def2-TZVPD).

Output
Gap between HOMO and LUMO, eV: 11.401

Structure (ORCA input):
```
! RIJCOSX wB97M-V def2-TZVPD def2/J DEFGRID3
* xyz 1 1
N -2.285 2.749 0.855
C -1.115 2.140 0.595
N -0.142 2.186 1.569
O -0.931 1.518 -0.455
H -2.394 3.239 1.723
H -2.973 2.850 0.128
H -0.278 2.876 2.289
H 0.783 2.180 1.167
C 1.471 -2.921 -0.809
C 1.088 -1.504 -1.203
N 0.067 -0.938 -0.270
H 2.137 -3.348 -1.554
H 1.993 -2.924 0.148
H 0.569 -3.526 -0.713
H 1.934 -0.824 -1.175
H 0.665 -1.437 -2.202
H -0.801 -1.475 -0.277
H -0.174 0.069 -0.511
H 0.385 -0.909 0.695
*
```

We find c to be the most stable, with the next structure 89.4 kJ/mol higher.

## a
Entry from the Open Molecules 2025 dataset: 4 unconnected molecules or ions with the total composition CH12N2O3 (wB97M-V/def2-TZVPD).

Output
Gap between HOMO and LUMO, eV: 9.634
SMILES: NCN.O.O.O

Structure (ORCA input):
```
! RIJCOSX wB97M-V def2-TZVPD def2/J DEFGRID3
* xyz 0 1
N 1.313 0.132 0.089
C 0.886 0.692 1.372
N 0.623 -0.407 2.243
H 0.652 -0.614 0.001
H 2.357 -0.198 0.211
H 0.006 1.308 1.128
H 1.644 1.393 1.739
H 1.399 -0.889 2.586
H 0.044 -1.142 1.806
H -2.568 0.230 -1.739
H -1.082 0.657 -1.527
O -1.727 -0.098 -1.616
H 0.983 1.176 -1.227
H 0.975 1.938 -2.527
O 0.349 1.783 -1.824
H -1.475 -1.370 -0.464
H -1.941 -2.362 0.691
O -1.105 -1.979 0.287
*
```

## b
Entry from the Open Molecules 2025 dataset: 4 unconnected molecules or ions with the total composition CH12N2O3 (wB97M-V/def2-TZVPD).

Output
Gap between HOMO and LUMO, eV: 9.677
SMILES: NCN.O.O.O

Structure (ORCA input):
```
! RIJCOSX wB97M-V def2-TZVPD def2/J DEFGRID3
* xyz 0 1
N -1.008 -0.626 0.305
C 0.150 -0.782 1.182
N 0.356 0.239 2.193
H -1.074 0.356 0.040
H -1.907 -0.734 0.765
H 1.028 -0.773 0.530
H 0.138 -1.810 1.543
H 1.208 0.751 2.083
H -0.394 0.899 2.138
H 1.100 1.185 -2.495
H 1.785 0.401 -1.331
O 1.182 1.122 -1.557
H -0.347 -1.878 -1.192
H -0.274 -3.382 -1.762
O 0.049 -2.473 -1.874
H -1.337 2.779 -0.465
H -0.025 2.071 -0.294
O -0.628 2.656 0.190
*
```

## c
Entry from the Open Molecules 2025 dataset: 4 unconnected molecules or ions with the total composition CH12N2O3 (wB97M-V/def2-TZVPD).

Output
Gap between HOMO and LUMO, eV: 9.745
SMILES: NCN.O.O.O

Structure (ORCA input):
```
! RIJCOSX wB97M-V def2-TZVPD def2/J DEFGRID3
* xyz 0 1
N 1.618 1.107 2.588
C 1.756 1.855 1.321
N 1.033 1.172 0.158
H 0.634 1.201 2.933
H 1.988 0.179 2.531
H 1.482 2.876 1.454
H 2.781 1.893 0.996
H 1.636 0.429 -0.131
H 0.162 0.906 0.417
H -2.456 1.516 -5.316
H -2.882 0.122 -5.725
O -3.154 0.969 -5.805
H -4.233 -4.801 -3.301
H -5.017 -3.531 -2.984
O -4.745 -4.293 -2.673
H 2.990 -0.072 3.878
H 3.206 -0.717 5.309
O 3.202 -0.810 4.352
*
```

We find b to be the most stable, with the next structure 18.2 kJ/mol higher.

## a
Entry from the Open Molecules 2025 dataset: a single C2H3NS3 molecule (wB97M-V/def2-TZVPD).

Output
Gap between HOMO and LUMO, eV: 7.200
SMILES: S=CN(S)C=S

Structure (ORCA input):
```
! RIJCOSX wB97M-V def2-TZVPD def2/J DEFGRID3
* xyz 0 1
C 1.066 -0.873 -0.370
C -0.810 0.661 -0.572
H -0.806 0.961 2.030
H 1.727 -1.650 0.212
H -0.596 1.033 -1.760
N -0.116 -0.419 0.010
S -0.291 -0.571 1.810
S 1.598 -0.654 -1.881
S -1.773 1.511 0.520
*
```

## b
Entry from the Open Molecules 2025 dataset: 2 unconnected molecules or ions with the total composition C2H3NS3 (wB97M-V/def2-TZVPD).

Output
Gap between HOMO and LUMO, eV: 7.608

Structure (ORCA input):
```
! RIJCOSX wB97M-V def2-TZVPD def2/J DEFGRID3
* xyz 0 1
C 1.675 -1.401 1.483
C -0.801 0.047 -0.677
N -0.840 1.284 -1.057
S 1.771 -0.103 2.334
S 1.571 -2.881 0.989
S -0.786 2.569 -0.013
H -0.701 -0.333 0.402
H -0.943 -0.752 -1.511
H -0.945 1.570 -1.950
*
```

We find b to be the most stable, with the next structure 135.6 kJ/mol higher.